1.
Molecular formula: C3H8O2S2
Method: DFT, ωB97M-V/def2-TZVPD

ORCA input file:
```
! wB97M-V def2-TZVPD RIJCOSX def2/J DEFGRID3
* xyz 0 1
C -0.95579 -0.70938 -0.26662
C 0.20716 -1.69987 0.15750
O 1.28625 -1.38610 -0.15258
C -1.19654 0.01276 1.00540
S -1.24894 1.71362 0.92855
S 0.69105 2.42893 1.14682
H -0.56217 -0.20931 -1.04442
H -1.85707 -1.09976 -0.40702
H 0.04563 -2.60676 0.77963
H -2.25228 -0.29414 1.46638
H -0.68059 -0.33832 1.91563
H 1.27143 2.51385 -0.03383
H 1.55400 -0.02440 -1.43301
H 2.21484 0.76362 -2.25341
O 1.48301 0.93526 -1.80903
*
```

The frontier orbital gap is 9.7 eV. As for the structure (SMILES): O=CCCSS.O.



2.
Molecular formula: C42H53N9O14
Method: DFT, ωB97M-V/def2-TZVPD

ORCA input file:
```
! wB97M-V def2-TZVPD RIJCOSX def2/J DEFGRID3
* xyz 0 1
C 0.60214 1.78142 -3.71082
C 1.46014 2.46842 -2.69382
C 2.76114 3.14242 -3.22282
C 2.98014 3.21942 -4.77882
C 2.04214 2.38242 -5.69182
C 0.77414 1.69342 -5.09782
N 4.07114 3.97642 -5.33682
O 4.71814 4.66342 -4.49882
O 4.10514 4.09542 -6.51082
H -0.19686 1.32942 -3.46582
H 1.34714 2.53242 -1.57082
H 3.26314 3.96442 -2.61582
H 2.41914 2.19742 -6.66082
H 0.32714 1.11742 -5.85482
C -1.38886 -0.18258 4.20518
C -1.48586 -0.55358 5.58718
C -0.80786 0.22142 6.65918
C 0.13614 1.40142 6.18318
C 0.38014 1.63642 4.69518
C -0.50586 0.76242 3.75318
N 0.75814 2.34742 7.18218
O 0.77014 1.88442 8.39918
O 1.06814 3.36642 6.79318
H -1.91086 -0.69358 3.31718
H -2.16586 -1.30458 5.82318
H -0.93686 0.09242 7.84418
H 0.96914 2.43942 4.31218
H -0.39586 1.04542 2.68118
C -0.53986 9.51742 -0.41982
C 0.26614 8.48642 -1.05382
C -0.33286 7.13042 -1.17882
C -1.62286 6.72842 -0.30582
C -2.49086 7.93142 0.29318
C -1.74986 9.37442 0.23318
N -2.19986 5.41342 -0.32182
O -3.29886 5.17142 0.36818
O -1.56486 4.55442 -0.92882
H -0.15386 10.60042 -0.54282
H 1.22914 8.70542 -1.36182
H 0.10514 6.19242 -1.53782
H -3.34686 7.60042 0.84918
H -2.29986 10.08442 0.76718
C 2.43214 -2.10958 2.52818
C 2.56414 -3.11458 1.31218
C 3.82714 -3.90358 1.47618
C 4.69214 -3.93658 2.72218
C 4.41114 -2.94858 3.92018
C 3.17914 -2.01158 3.65218
N 5.74614 -4.97758 2.75018
O 6.20814 -5.18458 3.99118
O 6.23714 -5.48258 1.73918
H 1.47014 -1.62358 2.77718
H 1.72814 -3.22758 0.49818
H 4.14414 -4.47658 0.60818
H 5.00914 -3.07058 4.72518
H 2.87914 -1.18958 4.42418
C -4.67486 -3.26258 -3.24582
C -3.95886 -3.47958 -1.89282
C -2.85986 -4.48358 -1.84082
C -2.38586 -5.16758 -3.02082
C -3.03286 -4.91958 -4.36982
C -4.22986 -3.89258 -4.37182
N -1.23686 -6.07358 -2.91582
O -0.89986 -6.48658 -1.80482
O -0.57986 -6.42658 -3.90582
H -5.44386 -2.69558 -3.35182
H -4.18186 -2.72058 -1.06582
H -2.48086 -4.52958 -0.79682
H -2.68186 -5.61658 -5.24082
H -4.76786 -3.83358 -5.25282
C 0.29514 -6.03758 4.28018
O 0.14214 -5.74458 5.49018
N -0.45686 -5.52758 3.32518
C -0.12686 -5.57558 1.83918
C -1.67986 -4.62158 3.52618
H 1.05914 -6.50858 4.02018
H -0.13086 -4.49858 1.69718
H -0.87186 -5.98758 1.22918
H 0.82514 -6.01658 1.78718
H -1.75586 -4.28058 4.64318
H -2.51886 -5.33858 3.25918
H -1.70586 -3.69158 2.79218
C -5.85086 0.57642 -1.47982
O -5.73986 -0.65258 -1.20282
N -5.11286 1.17442 -2.50382
C -5.32886 2.52342 -3.05482
C -4.10586 0.36342 -3.18582
H -6.38886 1.28942 -0.76382
H -6.28386 2.81142 -2.83282
H -5.33686 2.37342 -4.18382
H -4.60186 3.30242 -2.66082
H -3.54586 -0.26658 -2.49882
H -3.67586 0.84442 -3.83882
H -4.70986 -0.42158 -3.62682
C -2.22886 -0.80958 0.39718
O -2.11686 -2.06558 0.53318
N -1.27086 0.08042 0.12718
C -1.77986 1.48842 -0.12582
C 0.13114 -0.19458 0.05918
H -3.36286 -0.59658 0.35718
H -1.03786 2.09742 -0.39082
H -2.21286 1.75442 0.70318
H -2.49286 1.58842 -1.06582
H 0.14914 -1.19458 0.22818
H 0.80614 0.14742 0.63618
H 0.45014 -0.40558 -1.04082
C 3.90814 0.20542 -1.09982
O 3.06214 -0.32458 -0.31382
N 5.19914 0.00642 -0.94582
C 6.03214 0.80942 -1.84782
C 5.82214 -0.90958 0.03618
H 3.49214 0.83242 -1.91882
H 6.89114 1.18342 -1.28482
H 5.60814 1.73042 -2.23482
H 6.53114 0.19042 -2.69682
H 6.86814 -1.00158 0.01318
H 5.33414 -1.86158 0.08618
H 5.55414 -0.51258 1.10018
*
```

The frontier orbital gap is 6.7 eV. As for the structure (SMILES): O=[N+]([O-])c1ccccc1.O=[N+]([O-])c1ccccc1.O=[N+]([O-])c1ccccc1.O=[N+]([O-])c1ccccc1.O=[N+]([O-])c1ccccc1.CN(C)C=O.CN(C)C=O.CN(C)C=O.CN(C)C=O.



3.
Molecular formula: C3H4N2O
Method: DFT, ωB97M-V/def2-TZVPD

ORCA input file:
```
! wB97M-V def2-TZVPD RIJCOSX def2/J DEFGRID3
* xyz 0 1
C 1.56254 0.24527 -0.09635
C 0.66660 1.20438 -0.16741
C -0.12632 -1.18862 0.00975
N 1.16757 -1.06959 -0.01013
N -0.86167 -0.10105 0.01718
O -2.21403 0.05488 -0.15663
H 2.63065 0.40550 -0.12813
H 0.31201 2.19855 -0.18060
H -0.56191 -2.17704 0.04580
H -2.57543 0.42773 0.66652
*
```

The frontier orbital gap is 9.4 eV.



4.
Molecular formula: C12H23ClIrN3O5Sb
Method: DFT, ωB97M-V/def2-TZVPD

ORCA input file:
```
! wB97M-V def2-TZVPD RIJCOSX def2/J DEFGRID3
* xyz 2 6
Ir 1.35819 0.65601 0.72154
O -1.31202 -0.25052 2.71105
Cl -0.03887 0.16940 3.24852
O 0.15674 -0.20560 4.57516
O 1.02586 -0.53968 2.37157
O 0.17285 1.56730 2.96737
C -1.22386 0.58360 -2.96288
C -2.03642 1.31215 -1.90574
Sb -1.35559 0.34323 -0.05465
C -2.17068 -1.62857 -0.19552
C -3.60386 -1.65793 -0.71005
C -3.18973 1.46582 1.01408
C -2.75636 2.83175 1.37215
H -1.47617 1.01405 -3.93810
H -1.46132 -0.47993 -3.02046
H -0.14678 0.70766 -2.83179
H -3.10941 1.15685 -1.98084
H -1.80306 2.36956 -1.80687
H -2.06600 -2.05137 0.80360
H -1.48037 -2.16042 -0.85553
H -4.29630 -1.16950 -0.02462
H -3.92721 -2.69506 -0.80417
H -3.70436 -1.20271 -1.69584
H -3.21315 0.71707 1.80739
H -3.96793 1.35989 0.26484
H -1.87303 2.85615 2.00877
H -3.58079 3.24833 1.97960
H -2.65120 3.49546 0.51476
N 3.65060 6.20176 -1.97570
C 3.30233 5.12357 -1.76660
N 2.89986 3.89378 -1.56647
C 2.42812 2.97567 -0.97982
N 1.92603 1.97198 -0.49479
C 2.72625 -3.40332 0.64356
C 4.04816 -2.79454 0.17497
C 3.77091 -1.30569 0.24567
O 2.32988 -1.18110 -0.04672
C 1.70623 -2.51050 -0.03065
H 2.63200 -3.33394 1.72817
H 2.60930 -4.44444 0.35143
H 4.27083 -3.09332 -0.84953
H 4.89024 -3.07335 0.80406
H 4.30055 -0.71117 -0.49512
H 3.94788 -0.90430 1.24573
H 1.52885 -2.79228 -1.06953
H 0.76283 -2.43181 0.50801
*
```

The frontier orbital gap (spin up / spin down) is 8.4 / 5.9 eV.



5.
Molecular formula: C4H6N2O
Method: DFT, ωB97M-V/def2-TZVPD

ORCA input file:
```
! wB97M-V def2-TZVPD RIJCOSX def2/J DEFGRID3
* xyz 0 1
N 1.08015 -1.71519 0.25922
C 1.21511 -0.76597 1.07893
O 1.10966 0.53494 0.74321
C 0.46646 0.82803 -0.49554
C -1.05637 0.92217 -0.24757
C -1.85298 -0.07996 -0.95906
N -2.49963 -0.85631 -1.52140
H 1.20801 -2.60829 0.72791
H 1.41757 -0.84180 2.14936
H 0.71260 0.07371 -1.24561
H 0.86345 1.79616 -0.80494
H -1.22597 0.79926 0.82707
H -1.43805 1.91323 -0.51159
*
```

The frontier orbital gap is 11.3 eV. As for the structure (SMILES): [H]/N=C/OCCC#N.



6.
Molecular formula: C36H29Br2N3O8P2SeSnTe
Method: DFT, ωB97M-V/def2-TZVPD

ORCA input file:
```
! wB97M-V def2-TZVPD RIJCOSX def2/J DEFGRID3
* xyz 0 1
Sn 0.11649 -2.62697 0.04661
O -1.35891 -3.82895 6.35817
C -0.52953 -4.47040 5.49447
O 0.38714 -5.11935 5.88739
C -0.92332 -4.33342 4.06495
C -2.16483 -4.63280 3.53524
N -2.07687 -4.46942 2.20477
N -0.86365 -4.06014 1.84498
C -0.14569 -3.96803 2.95184
C 1.22210 -3.34032 2.83692
O 1.90029 -3.14689 3.81834
O 1.53043 -3.01605 1.61205
H -1.96427 -3.26390 5.86502
H -3.07548 -4.97482 3.99812
H -2.81384 -4.53741 1.51992
Br 1.98378 -5.70572 -0.68427
C 3.49144 -4.59915 -0.22991
Br 3.51014 -2.92886 -1.18946
H 4.38724 -5.14303 -0.49799
H 3.42132 -4.36391 0.82315
Te -1.87593 1.29364 0.66078
C -2.91926 2.71955 -0.49688
C -2.27372 3.92757 -0.73038
C -2.97243 4.92387 -1.39931
N -4.21814 4.78433 -1.83157
C -4.81945 3.62521 -1.59800
C -4.22803 2.56154 -0.92490
C -0.22396 1.12094 -0.40143
P 0.96496 0.16042 0.60675
C 2.63362 0.80554 0.28907
C 2.90239 1.99469 -0.37471
C 4.20992 2.43243 -0.51342
C 5.25130 1.68622 0.01852
C 4.98575 0.50102 0.68958
C 3.68095 0.05575 0.82094
C 0.70529 0.77769 2.30183
C 0.85159 2.14044 2.57287
C 0.62791 2.62753 3.84961
C 0.27209 1.75612 4.87196
C 0.14510 0.39997 4.61402
C 0.35643 -0.08681 3.33183
P -0.46490 0.08777 -1.90757
C -1.72806 0.89952 -2.94482
C -1.67931 2.21561 -3.40306
C -2.68260 2.71510 -4.21275
C -3.75202 1.90363 -4.57326
C -3.81237 0.59608 -4.12399
C -2.80314 0.09512 -3.31244
C 1.09057 0.32081 -2.84215
C 1.74854 1.53980 -3.00591
C 2.92149 1.61661 -3.73529
C 3.45742 0.46993 -4.30968
C 2.81676 -0.74660 -4.14895
C 1.64073 -0.81827 -3.41647
H -1.24924 4.09497 -0.42292
H -2.49740 5.87946 -1.59808
H -5.83507 3.52915 -1.96664
H -4.77236 1.64095 -0.77596
H 2.08197 2.57559 -0.77865
H 4.41699 3.35729 -1.03675
H 6.27193 2.02915 -0.08957
H 5.79568 -0.08192 1.10818
H 3.46988 -0.87239 1.34072
H 1.15219 2.82012 1.78567
H 0.74317 3.68462 4.05086
H 0.10660 2.13583 5.87143
H -0.10815 -0.28654 5.41116
H 0.24227 -1.14246 3.14127
H -0.86106 2.85957 -3.11623
H -2.64096 3.74095 -4.55480
H -4.53851 2.29697 -5.20463
H -4.64360 -0.03843 -4.40245
H -2.85548 -0.92302 -2.94344
H 1.35479 2.42953 -2.53386
H 3.42729 2.56725 -3.84589
H 4.37798 0.52860 -4.87538
H 3.23106 -1.64441 -4.58846
H 1.14671 -1.77616 -3.28829
O -3.26139 -0.08310 -0.04255
Se -2.99295 -1.69265 0.54196
O -2.76360 -2.68849 -0.69683
O -1.50331 -1.41878 1.25432
O -4.13893 -2.09492 1.57470
*
```

The frontier orbital gap is 6.9 eV.



7.
Molecular formula: C15H27InN2O4P2
Method: DFT, ωB97M-V/def2-TZVPD

ORCA input file:
```
! wB97M-V def2-TZVPD RIJCOSX def2/J DEFGRID3
* xyz 2 1
In -1.03940 -1.01530 0.25468
P -1.43476 0.46657 -1.82933
C -0.02217 0.33619 -3.00761
C 1.26563 0.75076 -2.32338
N 1.35139 0.44755 -1.02644
C 2.48138 0.67005 -0.34989
C 3.58573 1.29694 -0.94567
C 3.50369 1.65095 -2.28928
C 2.32867 1.37968 -2.98879
C 2.49976 0.23955 1.10009
P 1.30361 -1.13582 1.39728
H 2.19759 1.63208 -4.03695
H 4.47135 1.48308 -0.34428
H 4.34275 2.13259 -2.78341
H 3.50687 -0.08488 1.41164
H 2.15412 1.06330 1.74986
H 0.00836 -0.76239 -3.23231
H -0.23458 0.94822 -3.89761
H -0.00167 -3.52728 -1.28875
O -0.00941 -2.79103 -1.97103
H 0.05096 -3.24291 -2.82865
H -0.86554 -3.83462 0.53144
O -0.09808 -4.33015 0.16934
H -0.21437 -5.25076 0.46798
C 2.28700 -2.58556 0.93518
H 3.19700 -2.60635 1.55077
H 1.68908 -3.49259 1.08096
H 2.54644 -2.51936 -0.12768
C 1.26454 -1.19223 3.20753
H 0.43640 -1.83705 3.52514
H 2.21494 -1.59748 3.58159
H 1.09741 -0.17919 3.59570
C -1.55307 2.23224 -1.42694
H -1.61127 2.78551 -2.37555
H -2.45936 2.41691 -0.83426
H -0.67921 2.56100 -0.85365
C -2.87920 0.18850 -2.87024
H -3.76079 0.09277 -2.22959
H -2.99093 1.04485 -3.54641
H -2.74481 -0.73385 -3.44368
O 0.12517 1.94269 2.47898
C -1.05847 1.63730 2.41859
C -2.21386 2.29709 3.15480
C -3.45483 1.50876 2.76424
C -2.96194 0.50763 1.74828
O -3.59791 -0.30046 1.05328
N -1.60127 0.61302 1.65910
H -2.03262 2.25247 4.23289
H -2.28401 3.34575 2.84674
H -3.87157 0.96551 3.62056
H -4.23475 2.12972 2.31474
*
```

The frontier orbital gap is 6.3 eV.



8.
Molecular formula: C47H36CrN10O8S2Te
Method: DFT, ωB97M-V/def2-TZVPD

ORCA input file:
```
! wB97M-V def2-TZVPD RIJCOSX def2/J DEFGRID3
* xyz -1 2
Cr -1.63958 -0.45856 -0.48595
S -5.08568 -1.95526 -2.89975
C -4.53098 -3.30606 -1.95025
C -5.08618 -4.57036 -1.85685
C -4.48378 -5.48506 -1.01355
C -3.33588 -5.14606 -0.30155
C -2.78198 -3.88536 -0.39205
C -3.39378 -2.93406 -1.20565
N -3.02768 -1.62406 -1.34955
C -3.82008 -0.98286 -2.19295
C -3.69388 0.43334 -2.31135
C -4.33538 1.23274 -3.25985
C -4.08778 2.59044 -3.26505
C -3.22398 3.14184 -2.32525
C -2.60968 2.33844 -1.37455
C -2.82258 0.96644 -1.33395
H -5.97028 -4.82246 -2.42255
H -4.90308 -6.47546 -0.91475
H -2.87258 -5.88486 0.33665
H -1.88298 -3.62686 0.14525
H -4.98358 0.77794 -3.99645
H -4.54338 3.22174 -4.01275
H -3.01908 4.20284 -2.34515
H -1.92848 2.77834 -0.65625
N -4.51568 0.07124 0.92435
C -3.71468 -0.64926 1.72305
N -4.21948 -1.08356 2.86625
C -3.39198 -1.80026 3.63815
N -3.91488 -2.33676 4.76565
N -2.12338 -2.05656 3.35115
C -1.70248 -1.61506 2.16815
N -2.46378 -0.92766 1.28375
C -0.35998 -1.92386 1.73305
C 0.65262 -2.31426 2.61265
C 1.91192 -2.55916 2.10595
C 2.11522 -2.44396 0.73395
C 1.04672 -2.09056 -0.07195
N -0.16048 -1.81996 0.40405
H -5.39928 0.36274 1.30355
H -4.07578 0.58594 0.16025
H -4.79928 -1.97046 5.07035
H -3.26358 -2.67296 5.45255
H 0.42892 -2.38456 3.66425
H 2.72312 -2.84836 2.75785
H 3.08682 -2.61416 0.29805
H 1.15682 -2.04096 -1.14585
C 2.34962 2.26924 8.54365
C 2.60052 1.43734 7.31705
C 3.32762 0.25884 7.44065
C 3.60542 -0.51846 6.33115
C 3.14142 -0.13746 5.08835
C 2.40062 1.03494 4.94185
N 1.88532 1.41874 3.70865
C 2.43732 1.14104 2.48415
C 3.82442 1.03484 2.32075
C 4.38022 0.81124 1.08005
C 3.57462 0.71124 -0.04565
C 2.20922 0.83604 0.09295
C 1.62052 1.04164 1.33965
C 0.12752 1.06494 1.42955
O -0.46468 1.28744 2.49695
O -0.48308 0.82094 0.33935
C 2.14052 1.83894 6.06425
C 1.36922 3.11274 5.87585
H 2.68982 1.73794 9.43005
H 1.29192 2.49864 8.66305
H 2.89262 3.21334 8.48505
H 3.67752 -0.05236 8.41555
H 4.17022 -1.43396 6.44015
H 3.32442 -0.75396 4.22135
H 0.87792 1.59444 3.65105
H 4.46062 1.15394 3.18405
H 5.45362 0.73324 0.98155
H 4.01042 0.54924 -1.01935
H 1.56332 0.77264 -0.77505
H 1.58362 3.53624 4.89675
H 1.61722 3.84884 6.63635
H 0.29732 2.91644 5.92345
O -0.57298 -2.25086 -2.76905
C -0.41388 -1.05876 -3.02095
O -0.76088 -0.13076 -2.19875
C 0.18982 -0.54246 -4.27185
C 1.20392 -1.17876 -4.89985
C 1.81862 -0.59906 -6.04785
C 1.31562 0.58144 -6.58685
C 0.27522 1.23504 -5.97505
C -0.28888 0.78104 -4.69815
N -0.19198 2.44394 -6.45825
O 0.19612 2.87684 -7.54415
O -0.98588 3.06714 -5.73085
N 2.95822 -1.18516 -6.59465
O 3.40702 -2.20696 -6.07175
O 3.48512 -0.65336 -7.57265
H 1.57222 -2.12746 -4.53705
H 1.75302 0.99654 -7.48285
H -1.37478 0.87604 -4.67365
Te 0.22102 2.27504 -3.09305
C 2.07062 2.65524 -4.07715
C 2.42082 3.53954 -5.05165
C 3.73362 3.34704 -5.53925
C 4.37542 2.32384 -4.92075
S 3.38592 1.57424 -3.73595
H 1.75722 4.30224 -5.42015
H 4.17302 3.93464 -6.32675
H 5.36442 1.95094 -5.09945
*
```

The frontier orbital gap (spin up / spin down) is 4.5 / 4.5 eV.